1.
Formula: C2H11AgFO6
Source: the OMol25 dataset
Level of theory: ωB97M-V/def2-TZVPD

Each line ends with the Löwdin charge.
Atoms and positions in Å:
H  2.1033  -0.3213  2.0317  0.05
H  2.8115  1.0134  1.7613  0.06
H  -2.0977  -0.0787  1.4045  0.05
H  -0.9453  -3.1243  -2.1254  0.07
H  -1.1147  -0.9922  2.1448  0.07
C  0.4427  -1.7552  -1.1452  -0.73
H  0.7704  3.5475  0.9629  0.07
O  1.0141  -1.6571  -0.0442  -0.08
H  -0.5190  3.1585  1.7018  0.06
O  1.9853  0.5421  1.6246  -0.09
H  -2.6326  1.2244  -0.8781  0.05
H  -2.0067  2.6178  -0.8697  0.06
Ag  0.2569  0.7638  -0.0026  1.03
O  -1.1624  -0.2159  1.5791  -0.06
H  0.2190  -3.9019  -1.0262  0.07
O  0.1534  2.8226  1.1028  -0.08
C  0.0682  -3.0884  -1.7317  -0.02
O  0.0855  -0.7058  -1.7787  -0.08
H  0.7234  -3.2800  -2.5868  0.08
O  -1.7859  1.6812  -0.8621  -0.07
F  1.6308  1.7494  -1.2630  -0.51

Cartesian forces, eV/Å:
0.01 -0.17 -0.28
0.03 0.06 -0.16
-0.03 -0.01 -0.01
-0.06 0.27 0.12
0.28 -0.15 -0.16
-0.36 1.17 0.52
0.15 -0.13 -0.23
0.06 -0.91 0.41
0.00 -0.07 0.09
0.27 0.07 0.76
0.01 -0.08 -0.25
0.15 0.07 -0.04
1.61 -0.32 -1.96
-0.43 0.22 0.19
0.00 0.11 0.13
-0.22 0.52 0.31
0.51 -0.53 -0.53
-0.51 -0.15 0.17
-0.02 0.02 0.02
-0.74 0.18 0.08
-0.70 -0.18 0.83

- HOMO (alpha / beta) (eV) = -8.53 / -8.18
- spin multiplicity = 2
- frontier orbital gap (alpha / beta) (eV) = 8.23 / 6.78
- expectation value of S² = 0.756

2.
Formula: C7H14NO3P
Source: the OMol25 dataset
Level of theory: ωB97M-V/def2-TZVPD

Each line ends with the Löwdin charge.
Atoms and positions in Å:
C  0.1653  -0.4861  -0.4390  -0.07
C  0.4176  -2.0693  -2.2551  -0.01
N  0.1158  -1.2235  -1.4063  -0.07
O  -2.5002  -0.7026  -0.2595  -0.25
O  -1.4854  1.6207  0.1342  -0.26
C  -3.7609  -0.1861  0.0443  -0.14
H  -1.3730  3.3495  -1.0179  0.14
H  -3.9702  0.7186  -0.4630  0.06
H  -0.8235  1.7254  -1.6754  0.02
H  0.7214  -3.0772  -2.1018  0.08
H  -2.5339  2.0778  -1.6531  0.09
H  4.9146  -0.7827  1.4116  0.09
C  -1.5355  2.1754  -1.1421  -0.13
H  1.3311  1.4349  0.7065  0.01
O  -1.1340  -0.0215  1.9528  -0.23
H  3.6433  -2.0683  1.5693  0.08
H  -4.4506  -0.8846  -0.2277  0.06
H  0.0764  -1.7533  -3.2612  0.10
H  3.6238  -0.7091  2.6469  0.03
H  2.8651  -0.3540  -0.2708  0.08
H  1.9610  1.0173  2.4582  0.12
C  2.0907  0.9362  1.2562  -0.05
P  -1.1996  0.0253  0.5131  0.53
C  2.8671  -0.0578  0.7964  -0.26
H  -3.8189  0.2422  1.0493  0.10
C  3.7923  -0.9470  1.6341  -0.13

Cartesian forces, eV/Å:
-0.30 0.27 -1.03
-1.13 -0.27 -3.76
0.75 0.91 3.17
2.75 0.42 0.76
0.31 -1.83 1.41
1.05 2.35 1.48
-0.05 -2.57 -0.38
-0.05 0.90 -1.48
2.91 -1.21 -2.76
0.28 -0.42 0.61
0.79 -0.19 0.59
-1.76 -0.09 0.19
-3.10 3.96 1.30
-0.04 0.50 -0.56
0.29 -0.73 0.95
-0.18 1.29 -0.42
-2.05 -1.93 -0.18
0.58 -0.60 0.34
0.03 0.33 1.40
-0.13 0.60 0.50
0.60 0.16 -2.97
0.51 -1.75 3.70
-3.33 1.80 -1.91
0.30 -0.49 -0.37
-0.18 -1.09 0.51
1.14 -0.33 -1.08

- HOMO (eV) = -8.47
- relative energy (zero: lowest compared OMol25 entry of this formula, charge and spin) (kcal per mole) = 135.1
- frontier orbital gap (eV) = 8.52

Number 1: E -21252.2367 eV, maximum force 2.6 eV/A. Number 2: E -24403.9682 eV, maximum force 5.2 eV/A.